1.
DFT (ωB97M-V with the def2-TZVPD basis set) results for a molecular structure, CH2F4N3P3 in a non-equilibrium geometry.

The spin multiplicity is 1. Its highest occupied orbital energy (spin up / spin down) is -8.850 / -8.849 eV. For the lowest unoccupied orbital energy (spin up / spin down), the calculation gives -0.943 / -0.943 eV.

Atoms and positions in Å:
C 1.861 0.302 -0.112
N -2.121 0.990 -0.720
N -1.658 -0.774 1.122
N 0.520 0.106 -0.217
F 2.586 -0.720 0.170
F 2.410 0.839 -1.309
F 2.273 1.193 0.814
F -0.107 -2.304 -0.022
P -2.880 -0.052 0.179
P -0.593 1.510 -0.574
P -0.029 -1.082 1.090
H -2.022 -1.663 1.446
H -0.240 1.655 -1.867

***

2.
DFT (ωB97M-V with the def2-TZVPD basis set) results for 2 unconnected molecules or ions with the total composition C3H8S in a non-equilibrium geometry.

The spin multiplicity is 2. The expectation value of S² is 0.75. Its total charge is +1. Its highest occupied orbital energy (spin up / spin down) is -11.469 / -11.469 eV. For the lowest unoccupied orbital energy (spin up / spin down), the calculation gives -4.696 / -9.685 eV.

Atoms and positions in Å:
C -1.765 -3.576 3.848
S -0.209 -4.103 3.114
H -2.510 -3.527 3.048
H -2.057 -4.372 4.524
H -1.646 -2.577 4.269
H 0.070 -5.075 4.018
C 1.677 3.807 -3.193
C 1.025 3.960 -4.346
H 2.426 3.036 -3.195
H 1.388 4.406 -2.345
H 1.310 3.314 -5.167
H 0.292 4.708 -4.576

***

Relative energy (zero: lowest compared OMol25 entry of this formula, charge and spin) per entry: 19.20 47.00 kcal per mole
E_tot per entry: -1627.16755 -516.88763 Ha